Entry 1:
{"formula": "C5H4AgO4", "method": "ωB97M-V with the def2-TZVPD basis set", "multiplicity": 3, "e_lumo_ev": [-5.3, -5.9], "total_charge": 1, "e_tot_ev": -17420.390, "gap_ev": [3.20, 7.38], "s2": 2.008, "species": ["C", "C", "H", "H", "O", "C", "O", "O", "Ag", "C", "C", "O", "H", "H"], "coordinates": [[2.902, -1.810, -3.012], [4.073, -1.876, -3.360], [5.095, -1.845, -3.702], [0.216, -3.193, -2.183], [1.481, -1.231, -2.537], [0.376, -1.577, -3.207], [-0.139, -0.731, -3.929], [-0.177, -2.709, -2.951], [-1.733, -0.581, -5.269], [2.365, 0.990, -0.710], [1.236, 0.650, -1.104], [3.627, 0.713, -0.561], [0.205, 0.936, -1.237], [4.191, 1.147, -1.224]], "atomic_forces_ev_per_a": [[-0.002, 0.071, -0.418], [-1.883, 0.672, 0.578], [-0.395, -0.265, 0.192], [-0.012, 0.560, -0.846], [2.688, -0.681, 0.038], [0.418, 1.603, 0.576], [0.298, -0.357, -0.058], [-0.364, -1.507, 0.491], [-0.523, -0.048, -0.449], [3.422, 1.963, 1.187], [-3.124, -1.404, -1.278], [-0.701, -0.737, -0.138], [0.302, 0.021, 0.162], [-0.125, 0.109, -0.038]], "lowdin_spin": [0.215, 0.023, 0.001, 0.003, 0.145, 0.049, 0.020, 0.014, 0.043, 0.573, 0.612, 0.255, 0.039, 0.008]}

---

Entry 2:
{"formula": "C20H14CoN6O8", "method": "ωB97M-V with the def2-TZVPD basis set", "multiplicity": 2, "e_lumo_ev": [-0.2, -0.2], "total_charge": 0, "e_tot_ev": -83915.549, "gap_ev": [8.02, 8.41], "s2": 0.781, "species": ["Co", "O", "C", "O", "C", "C", "C", "C", "C", "N", "C", "O", "O", "H", "H", "H", "H", "N", "C", "C", "N", "C", "C", "N", "C", "C", "N", "H", "H", "H", "H", "H", "H", "O", "C", "O", "C", "C", "C", "C", "C", "C", "N", "O", "O", "H", "H", "H", "H"], "coordinates": [[0.505, -1.095, -0.468], [2.926, 1.577, -2.943], [2.360, 0.631, -2.183], [1.600, -0.196, -2.622], [2.782, 0.695, -0.755], [3.770, 1.532, -0.279], [4.087, 1.463, 1.075], [3.411, 0.575, 1.887], [2.405, -0.210, 1.337], [2.122, -0.147, 0.042], [1.557, -1.171, 2.183], [1.972, -1.422, 3.307], [0.539, -1.628, 1.580], [2.587, 1.458, -3.843], [4.272, 2.213, -0.949], [4.857, 2.105, 1.482], [3.607, 0.474, 2.945], [-2.087, -4.117, -0.426], [-3.094, -3.179, -0.525], [-2.478, -1.978, -0.706], [-1.128, -2.174, -0.726], [-0.917, -3.459, -0.548], [0.467, -3.874, -0.475], [1.373, -2.936, -0.662], [2.589, -3.519, -0.438], [2.410, -4.831, -0.125], [1.050, -5.046, -0.155], [-2.217, -5.101, -0.273], [-4.132, -3.450, -0.455], [-2.901, -0.994, -0.806], [3.507, -2.963, -0.512], [3.105, -5.615, 0.111], [0.589, -5.902, 0.095], [0.203, 1.680, 1.161], [-0.594, 1.457, 0.262], [-0.539, 0.514, -0.613], [-1.787, 2.379, 0.087], [-2.642, 2.266, -1.004], [-3.729, 3.119, -1.146], [-3.977, 4.093, -0.193], [-3.112, 4.188, 0.885], [-2.021, 3.357, 1.044], [-3.370, 5.227, 1.901], [-4.340, 5.944, 1.740], [-2.602, 5.308, 2.836], [-2.433, 1.504, -1.744], [-4.385, 3.027, -2.001], [-4.813, 4.770, -0.270], [-1.356, 3.452, 1.889]], "atomic_forces_ev_per_a": [[0.039, -0.003, -0.042], [0.020, 0.012, 0.009], [-0.013, 0.006, -0.051], [-0.013, 0.009, 0.022], [0.025, -0.015, 0.029], [-0.003, -0.012, 0.002], [-0.005, -0.017, 0.004], [0.021, 0.021, -0.013], [-0.037, 0.038, 0.023], [-0.034, -0.029, -0.008], [0.068, -0.148, -0.062], [-0.020, 0.056, 0.040], [-0.036, 0.090, -0.006], [-0.005, -0.006, 0.000], [-0.002, 0.002, 0.000], [-0.003, 0.004, 0.002], [0.002, -0.002, -0.001], [0.026, -0.004, -0.004], [-0.009, 0.016, -0.007], [-0.031, -0.003, -0.003], [0.074, 0.024, 0.005], [-0.032, -0.017, -0.008], [0.044, 0.007, 0.002], [-0.057, 0.017, 0.087], [0.024, 0.002, -0.047], [0.043, -0.001, -0.016], [-0.052, 0.012, -0.002], [-0.001, 0.001, 0.003], [0.000, 0.001, 0.001], [0.007, -0.001, 0.002], [-0.001, 0.001, 0.012], [0.002, 0.005, 0.004], [-0.002, -0.003, -0.011], [-0.030, -0.013, 0.054], [0.094, 0.130, -0.083], [-0.123, -0.164, 0.056], [0.012, -0.014, 0.007], [0.006, -0.008, 0.003], [0.001, 0.003, -0.005], [0.010, -0.004, 0.008], [0.007, -0.012, -0.016], [-0.011, 0.005, -0.006], [-0.014, 0.019, 0.015], [0.006, -0.004, 0.001], [0.003, 0.000, -0.002], [-0.003, 0.003, 0.001], [0.001, 0.000, 0.001], [-0.001, 0.001, 0.000], [0.000, -0.001, 0.002]], "lowdin_spin": [0.941, 0.001, 0.002, 0.020, 0.000, 0.000, -0.001, 0.000, -0.002, -0.005, 0.003, 0.002, 0.045, 0.000, 0.000, 0.000, 0.000, 0.000, 0.000, 0.000, -0.004, -0.001, 0.000, 0.001, 0.001, 0.000, 0.000, 0.000, 0.000, 0.000, 0.000, 0.000, 0.000, 0.002, 0.000, -0.002, -0.001, 0.000, 0.000, 0.000, 0.000, 0.000, 0.000, 0.000, 0.000, 0.000, 0.000, 0.000, 0.000]}

---

Entry 3:
{"formula": "C32H39BCaN4O5Se2", "method": "ωB97M-V with the def2-TZVPD basis set", "multiplicity": 1, "e_lumo_ev": [-0.6, -0.6], "total_charge": 0, "e_tot_ev": -199824.394, "gap_ev": [4.74, 4.74], "species": ["Ca", "N", "C", "C", "N", "H", "H", "H", "H", "H", "H", "H", "H", "O", "C", "C", "O", "O", "C", "C", "C", "C", "C", "C", "C", "C", "C", "C", "C", "C", "H", "H", "H", "H", "H", "H", "H", "H", "H", "H", "H", "Se", "Se", "C", "C", "C", "C", "C", "N", "C", "C", "C", "C", "C", "N", "H", "H", "H", "H", "H", "H", "H", "H", "C", "C", "C", "O", "B", "O", "C", "C", "C", "H", "H", "H", "H", "H", "H", "H", "H", "H", "H", "H", "H"], "coordinates": [[0.028, -1.574, 1.358], [-0.757, -1.541, 4.082], [-1.836, -0.565, 4.154], [-2.342, -0.186, 2.760], [-1.309, 0.370, 1.912], [-1.253, -2.482, 4.133], [-0.264, -1.508, 4.991], [-1.459, 0.352, 4.600], [-2.707, -0.902, 4.773], [-3.165, 0.537, 2.931], [-2.824, -1.005, 2.177], [-0.790, 1.092, 2.419], [-1.784, 0.741, 1.097], [-0.147, -0.669, -2.181], [-1.238, -1.437, -2.721], [-1.913, -1.998, -1.389], [-2.941, -2.607, -1.665], [-1.299, -1.752, -0.338], [-2.210, -0.531, -3.489], [-3.176, 0.278, -2.876], [-4.008, 1.040, -3.644], [-3.889, 1.100, -5.014], [-2.787, 0.516, -5.635], [-1.994, -0.397, -4.889], [-0.612, -2.599, -3.555], [-1.359, -3.514, -4.298], [-0.741, -4.561, -4.980], [0.617, -4.773, -4.885], [1.414, -3.835, -4.285], [0.814, -2.806, -3.547], [0.321, -0.251, -3.002], [-3.282, 0.212, -1.789], [-4.757, 1.606, -3.114], [-4.559, 1.799, -5.554], [-2.557, 0.716, -6.730], [-1.217, -0.982, -5.400], [-2.473, -3.464, -4.281], [-1.357, -5.282, -5.465], [1.073, -5.619, -5.421], [2.483, -3.751, -4.456], [1.450, -2.227, -2.874], [2.138, -3.917, 0.258], [2.898, -2.335, 1.796], [3.022, -0.663, 0.869], [4.331, -0.348, 0.382], [4.390, 0.830, -0.346], [3.237, 1.614, -0.447], [1.953, 1.375, 0.271], [1.927, -0.001, 0.757], [1.145, -4.751, 1.707], [1.769, -5.883, 2.251], [1.100, -6.614, 3.243], [-0.198, -6.253, 3.503], [-0.772, -5.184, 2.831], [-0.058, -4.274, 2.132], [5.095, -1.115, 0.584], [5.327, 1.286, -0.680], [3.302, 2.564, -0.994], [1.045, 1.482, -0.358], [2.814, -6.098, 1.987], [1.696, -7.292, 3.906], [-0.851, -6.875, 4.106], [-1.845, -5.092, 2.941], [1.749, 6.254, 0.409], [0.812, 5.145, 0.930], [-0.600, 5.334, 0.464], [1.291, 3.946, 0.156], [1.481, 2.882, 1.009], [1.292, 3.221, 2.318], [0.934, 4.695, 2.396], [-0.286, 4.939, 3.245], [2.125, 5.530, 2.938], [1.461, 6.548, -0.586], [2.777, 5.921, 0.420], [1.739, 7.169, 1.047], [-0.657, 5.356, -0.603], [-1.010, 6.344, 0.765], [-1.275, 4.588, 0.908], [-0.897, 4.034, 3.169], [-0.919, 5.786, 2.960], [0.017, 5.164, 4.267], [2.978, 5.409, 2.250], [2.494, 5.146, 3.973], [1.831, 6.590, 2.958]], "atomic_forces_ev_per_a": [[0.664, 0.107, -0.355], [-0.674, -2.024, 0.953], [-1.050, 0.300, -0.425], [-1.586, -0.054, 0.337], [0.295, 0.251, 0.395], [1.123, 1.286, -0.294], [0.012, -0.078, -0.873], [0.112, 0.123, 0.169], [0.647, 0.253, -0.429], [0.219, -0.192, -0.053], [0.382, 0.092, 0.648], [-0.174, 0.051, -0.499], [0.518, 0.260, -0.182], [1.092, 1.680, -2.947], [1.027, -0.177, 1.185], [-0.474, -0.302, -3.776], [-0.269, -0.238, 1.422], [-0.233, -0.257, 1.854], [0.890, -0.182, -1.461], [1.055, -1.440, 0.458], [-0.607, 0.211, 0.631], [0.367, 1.422, -0.941], [0.280, -0.872, -0.702], [-0.670, 0.819, 0.287], [1.157, -0.302, 0.391], [-0.939, 0.181, 0.140], [-0.406, 0.105, 1.217], [0.511, -0.629, -1.654], [-0.151, 1.352, 0.671], [-1.184, 0.185, 0.236], [-1.098, -0.937, 2.237], [-0.088, 0.133, -0.376], [-0.326, 0.154, -0.196], [0.506, -0.671, 0.183], [-0.436, -0.438, 1.526], [-0.339, 0.365, 0.364], [1.031, 0.172, -0.132], [-0.356, -0.407, -0.414], [-0.243, 0.435, 0.236], [0.033, -0.640, 0.445], [-0.262, 0.239, -0.504], [-0.700, 0.094, 0.010], [0.757, 0.113, 0.997], [2.984, 0.130, -1.036], [-1.558, -2.992, 2.078], [-1.764, 3.171, -0.400], [2.059, 0.153, -0.815], [-1.099, 1.667, -0.128], [-2.348, 0.368, 1.263], [-0.022, -0.315, 0.448], [0.002, 0.054, 0.421], [1.806, 0.557, 0.605], [-0.830, -0.828, -0.473], [0.589, 0.574, 0.546], [0.211, -1.504, -1.345], [-0.169, 0.890, -0.370], [-0.338, -0.484, -0.293], [0.095, -0.400, 0.160], [0.446, -0.471, -0.815], [-0.693, 0.022, -0.015], [-0.915, 0.229, -0.976], [0.157, 0.140, 0.154], [-0.023, 0.797, 0.031], [-0.417, 0.810, 1.227], [0.630, -1.430, -2.195], [-1.238, 1.580, 1.034], [-0.310, 0.000, 0.553], [1.227, -1.229, -0.199], [-0.865, 1.661, 0.932], [1.979, 0.639, -0.129], [-0.441, -0.544, 0.282], [0.866, -1.786, 1.593], [-0.108, -0.083, -0.415], [0.091, -0.172, -0.326], [-0.282, -0.557, -0.561], [0.049, -0.411, -0.717], [0.475, -0.928, -0.042], [0.193, 0.082, -0.437], [-0.138, 0.202, 0.455], [0.362, -0.101, -0.346], [-0.092, -0.489, 0.157], [-0.289, 0.111, 0.575], [-0.878, 0.804, -1.626], [0.185, -0.460, 0.369]], "lowdin_charge": [1.211, -0.034, -0.284, -0.294, -0.078, 0.096, 0.095, 0.112, 0.126, 0.118, 0.127, 0.094, 0.099, -0.068, -0.324, -0.626, 0.047, -0.209, -0.121, -0.029, -0.110, -0.112, -0.080, -0.018, -0.124, -0.038, -0.089, -0.118, -0.099, -0.020, 0.157, 0.121, 0.100, 0.108, 0.118, 0.115, 0.136, 0.091, 0.107, 0.103, 0.103, 0.680, 0.660, -0.764, -0.190, -0.137, -0.071, -0.221, -0.124, -0.693, -0.115, -0.061, -0.082, -0.137, 0.007, 0.065, 0.099, 0.097, 0.110, 0.104, 0.131, 0.108, 0.114, -0.016, -0.428, -0.022, 0.104, -0.524, 0.137, -0.416, -0.019, -0.027, 0.087, 0.084, 0.095, 0.085, 0.112, 0.096, 0.089, 0.089, 0.087, 0.085, 0.126, 0.089]}

---

Entry 4:
{"formula": "C38H36As2IIrNOS", "method": "ωB97M-V with the def2-TZVPD basis set", "multiplicity": 5, "e_lumo_ev": [-7.8, -11.7], "total_charge": 3, "e_tot_ev": -186950.883, "gap_ev": [8.47, 4.62], "s2": 6.010, "species": ["Ir", "C", "C", "As", "C", "C", "C", "C", "C", "C", "C", "C", "C", "C", "C", "C", "As", "C", "C", "C", "C", "C", "C", "C", "C", "C", "C", "C", "C", "H", "H", "H", "H", "H", "H", "H", "H", "H", "H", "H", "H", "H", "H", "H", "H", "H", "H", "H", "H", "H", "H", "H", "H", "C", "S", "O", "C", "C", "C", "C", "C", "C", "H", "H", "H", "H", "H", "H", "H", "H", "I", "C", "C", "C", "C", "N", "C", "H", "H", "H", "H"], "coordinates": [[-0.415, 1.173, 0.647], [-1.314, -1.746, -1.107], [0.120, -2.046, -0.689], [0.527, -1.202, 1.039], [2.185, -2.101, 1.501], [2.423, -2.427, 2.834], [3.496, -3.243, 3.151], [4.331, -3.716, 2.146], [4.107, -3.361, 0.821], [3.038, -2.542, 0.494], [-0.746, -2.083, 2.210], [-1.514, -1.350, 3.109], [-2.380, -1.996, 3.979], [-2.477, -3.379, 3.951], [-1.720, -4.112, 3.044], [-0.853, -3.472, 2.175], [-1.578, 0.176, -1.407], [-3.346, 0.180, -2.220], [-4.309, -0.696, -1.722], [-5.490, -0.874, -2.422], [-5.715, -0.161, -3.594], [-4.768, 0.742, -4.061], [-3.581, 0.926, -3.372], [-0.445, 0.622, -2.915], [-0.163, 1.972, -3.131], [0.527, 2.356, -4.269], [0.943, 1.393, -5.181], [0.673, 0.049, -4.956], [-0.028, -0.343, -3.825], [-2.011, -2.061, -0.327], [-1.591, -2.272, -2.020], [0.828, -1.664, -1.428], [0.286, -3.117, -0.582], [1.762, -2.070, 3.615], [3.677, -3.516, 4.181], [5.156, -4.372, 2.392], [4.757, -3.728, 0.039], [2.867, -2.269, -0.538], [-1.431, -0.275, 3.135], [-2.967, -1.421, 4.684], [-3.133, -3.890, 4.643], [-1.797, -5.191, 3.023], [-0.255, -4.058, 1.486], [-4.147, -1.245, -0.803], [-6.232, -1.568, -2.051], [-6.636, -0.307, -4.143], [-4.947, 1.303, -4.968], [-2.839, 1.620, -3.744], [-0.496, 2.714, -2.410], [0.726, 3.403, -4.459], [1.474, 1.692, -6.075], [0.995, -0.697, -5.671], [-0.260, -1.391, -3.678], [2.674, 4.612, -0.264], [2.286, 3.190, 0.765], [0.814, 2.896, 0.379], [3.227, 1.925, -0.101], [4.370, 1.404, 0.486], [5.129, 0.492, -0.236], [4.737, 0.114, -1.512], [3.566, 0.616, -2.071], [2.800, 1.531, -1.364], [2.514, 4.377, -1.314], [3.716, 4.874, -0.079], [2.029, 5.430, 0.056], [4.679, 1.715, 1.477], [6.040, 0.094, 0.190], [5.351, -0.576, -2.076], [3.273, 0.335, -3.075], [1.911, 1.960, -1.809], [-0.677, 2.600, 6.535], [-1.575, 2.710, 4.645], [-2.824, 3.297, 4.461], [-3.394, 3.277, 3.196], [-2.716, 2.671, 2.156], [-1.505, 2.128, 2.338], [-0.936, 2.150, 3.552], [-3.343, 3.761, 5.289], [-4.365, 3.720, 3.021], [-3.143, 2.627, 1.163], [0.048, 1.710, 3.660]], "atomic_forces_ev_per_a": [[0.384, 1.197, 0.899], [0.271, 0.052, 0.374], [-0.145, 0.442, -0.200], [-0.082, -1.337, 0.189], [0.060, 0.421, 0.045], [-0.162, 0.174, 0.021], [0.039, -0.014, 0.013], [-0.010, -0.004, -0.044], [0.013, -0.008, 0.022], [-0.070, 0.146, -0.101], [-0.058, 0.316, 0.010], [0.084, -0.006, -0.179], [-0.029, -0.016, 0.049], [0.028, 0.045, 0.003], [-0.007, -0.070, 0.019], [0.122, -0.004, -0.139], [-0.365, -0.518, -1.331], [-0.015, 0.169, 0.423], [0.078, 0.025, 0.161], [-0.015, 0.042, -0.011], [0.014, 0.008, 0.003], [-0.053, -0.004, 0.011], [0.237, 0.051, 0.088], [0.043, 0.233, 0.343], [-0.119, -0.140, 0.100], [-0.010, 0.031, -0.049], [0.029, -0.014, -0.005], [0.012, 0.005, -0.021], [-0.064, -0.071, 0.101], [-0.058, 0.053, -0.039], [-0.025, 0.136, -0.094], [0.050, -0.049, 0.039], [0.037, 0.004, 0.127], [0.008, -0.055, 0.030], [-0.006, 0.000, -0.002], [0.012, 0.028, 0.019], [0.002, -0.012, 0.017], [0.032, -0.008, -0.058], [-0.030, 0.072, 0.088], [-0.001, -0.021, 0.001], [-0.026, -0.001, -0.027], [0.001, 0.004, -0.006], [0.018, -0.037, 0.051], [-0.010, -0.045, -0.009], [-0.012, 0.004, -0.016], [-0.001, 0.010, 0.005], [-0.020, -0.006, 0.001], [-0.015, -0.008, -0.053], [0.018, 0.077, -0.073], [0.002, 0.005, 0.013], [0.000, 0.001, 0.001], [-0.009, 0.008, -0.014], [0.007, 0.002, -0.032], [-0.285, 0.066, 0.181], [1.272, -0.299, -0.301], [-1.482, -0.805, -0.307], [-0.292, 0.147, 0.181], [-0.005, 0.109, 0.200], [0.060, 0.001, -0.062], [0.006, -0.081, 0.057], [-0.036, 0.081, 0.001], [0.021, 0.068, -0.093], [-0.012, -0.121, 0.026], [0.012, -0.095, 0.052], [0.024, -0.006, 0.030], [0.011, -0.002, -0.007], [-0.023, 0.008, 0.031], [-0.006, 0.008, -0.005], [-0.021, -0.021, 0.035], [0.083, -0.040, 0.020], [-0.159, 0.071, -0.403], [0.206, -0.095, 0.401], [0.060, -0.027, -0.104], [-0.008, -0.026, 0.023], [-0.205, 0.131, -0.059], [0.476, -0.408, -0.816], [0.060, 0.111, 0.262], [-0.006, -0.018, 0.012], [0.006, -0.009, -0.035], [0.056, -0.025, -0.017], [-0.002, -0.037, -0.067]], "lowdin_spin": [2.636, 0.040, 0.036, 0.193, 0.047, 0.015, 0.001, 0.016, 0.002, 0.014, 0.037, 0.010, 0.001, 0.001, 0.005, 0.006, 0.196, 0.046, 0.014, 0.002, 0.018, 0.002, 0.015, 0.039, 0.009, 0.000, 0.005, 0.002, 0.009, 0.000, 0.005, 0.000, 0.004, 0.001, 0.000, 0.001, 0.000, 0.001, 0.004, 0.000, 0.000, 0.000, 0.000, 0.000, 0.000, 0.001, 0.000, 0.001, 0.003, 0.000, 0.000, 0.000, 0.001, 0.012, 0.036, 0.241, 0.009, 0.000, 0.002, -0.001, 0.002, 0.003, 0.000, 0.002, 0.000, 0.000, 0.000, 0.000, 0.000, 0.000, 0.002, 0.006, 0.011, 0.006, 0.030, 0.155, 0.028, 0.001, 0.001, 0.006, 0.007]}

---

Summary of energy relative to the best compared isomer or geometry (same formula, charge and spin) in kcal per mole
31.81; 0.00; 0.00; 9.50
(order as listed above)
Summary of F_max in Eh/bohr
0.0801; 0.0041; 0.0771; 0.0333
(order as listed above)